111
Properties=species:S:1:pos:R:3:forces:R:3 method="wB97M-V/def2-TZVPD" charge=+2 relative_energy_ev=3.1017 multiplicity=2 e_homo_ev="-13.018 / -13.071" max_force_ev_per_a=3.3
Pb 0.7677 0.0625 1.4019 -0.1363 -0.3080 -0.6032
C -2.4994 -0.8009 -0.7337 -0.1724 0.1227 1.0065
C -3.3389 0.2156 1.6162 1.3682 -1.9691 1.1272
N -2.5297 1.3356 2.1457 -0.1287 0.4199 0.4897
C -2.4754 1.4276 3.6495 -0.3860 0.9837 0.7236
C -1.5856 0.4979 4.4785 0.2087 0.1568 -3.2485
C -1.7449 0.5253 5.8164 -2.3147 1.3629 0.4607
C -1.0366 -0.3229 6.5666 1.0470 -1.4473 0.2270
C -0.1953 -1.2290 5.9516 -0.2092 1.0682 -0.4479
C -0.1355 -1.2587 4.5820 -0.3802 -0.5902 -1.4639
C 0.4778 -2.4032 3.7642 0.4669 1.6968 -0.1417
N 0.0797 -2.3648 2.3555 1.0241 -1.6023 -0.1464
C -1.2857 -2.8312 2.2268 -0.8227 0.9474 0.5437
C -1.9199 -2.6377 0.8353 1.6168 -0.6656 -0.4703
N -1.4594 -1.4265 0.0882 -0.0992 0.4374 0.1703
N -0.8275 -0.3924 3.8298 0.1927 0.9836 0.5580
H -2.0871 -0.1695 -1.5181 0.6483 -0.1103 0.0894
H -3.0063 -1.5964 -1.2965 -0.7455 0.2533 0.3754
H -2.8040 -0.6895 2.0619 -1.0041 0.9195 -0.9500
H -4.2833 0.3545 2.1631 -0.0409 -0.2863 -0.5889
H -3.1074 2.1472 1.8432 0.7822 0.2342 0.2167
H -3.4723 1.1724 4.0333 -0.0954 0.4627 -0.4165
H -2.2794 2.5219 3.8389 -0.0221 -1.1931 0.0085
H -2.5928 1.0691 6.2419 0.5647 0.2592 -0.0112
H -1.2198 -0.3911 7.5964 0.0603 0.0438 1.3667
H 0.4093 -1.8336 6.5315 0.9536 -1.5020 1.0114
H 0.2999 -3.3009 4.2877 -0.6427 -1.4144 0.4077
H 1.5400 -2.3391 3.7352 1.1394 0.3210 0.3252
H 0.7180 -3.0365 1.8689 -0.6471 0.7667 0.2915
H -1.7868 -2.2114 3.0033 -0.3271 -0.5494 -0.7484
H -1.3918 -3.8654 2.5655 -0.0554 -0.1235 -0.2292
H -2.9663 -2.6331 0.9856 -1.2982 0.4211 0.0418
H -1.7671 -3.5820 0.2725 0.2741 0.6155 -0.1209
H -0.6894 -1.6417 -0.5576 -0.1379 -0.4786 0.5778
C 3.1252 1.8108 3.8830 1.1821 -1.7513 0.0377
C 2.1493 2.6708 3.2264 1.4871 1.9234 0.3840
C 2.0620 4.0806 3.4353 -2.2944 -1.6096 -1.7853
C 1.1192 4.4561 2.4742 0.9833 0.2545 0.5770
N 0.7969 3.4018 1.7267 0.3213 -1.4317 -0.6128
N 1.5048 2.2876 2.1562 -1.5993 0.8566 -0.3876
B -0.0718 3.3798 0.4561 0.2285 1.7675 -0.2596
N 0.6797 3.0089 -0.8283 -0.3018 -0.6707 1.5082
C 1.1934 3.6626 -1.8647 0.3654 1.4833 -1.0258
C 1.9099 2.7830 -2.6264 -0.1771 -0.0125 -0.1606
C 1.7343 1.5543 -2.0019 0.9104 -0.6644 0.3107
C 2.2209 0.2201 -2.4126 1.3408 0.7629 -2.6993
N 1.0640 1.6795 -0.8725 -1.0674 0.7637 0.0748
N -1.2581 2.3494 0.5816 2.0239 -0.5106 2.1390
C -2.2917 2.5066 -0.2256 -1.0625 -0.3586 -2.7229
C -3.2281 1.5714 -0.5607 -0.6013 0.4202 1.4774
C -3.4726 0.2096 0.0824 -0.0609 -0.6463 -0.6959
C -4.9147 -0.2303 -0.2184 -0.0364 2.4464 -1.0352
N -1.1982 1.5124 1.6442 -0.9426 0.8482 -1.0680
N -0.7700 4.7675 0.4229 -1.0803 -0.1633 0.1883
C -0.7945 5.8899 -0.3567 -1.1634 0.0965 0.8388
C -1.8379 6.7135 0.0934 0.9633 -1.2325 0.1589
C -2.3834 6.0052 1.2005 0.1206 0.3675 -0.3805
C -3.4808 6.3410 2.1553 0.5371 0.7954 -0.2616
N -1.7935 4.8381 1.3646 1.1004 0.0366 -0.3319
H 4.1483 2.0942 3.5527 -0.5731 -0.1831 0.2948
H 2.9949 0.7348 3.6097 0.0631 0.6699 0.0982
H 3.0962 1.8451 4.9666 -0.0391 0.2211 0.1379
H 2.5059 4.6807 4.1634 0.6034 0.6526 0.9545
H 0.7066 5.4128 2.2147 -0.0279 0.1744 0.1871
H 1.0624 4.7275 -2.1455 -0.0794 -0.9670 0.8214
H 2.4822 3.0208 -3.4943 0.0503 -0.0586 -0.4278
H 3.1614 -0.0608 -1.9660 0.4206 0.0883 0.4099
H 2.4646 0.2615 -3.5602 -0.7853 -0.3892 2.0306
H 1.5199 -0.5226 -2.1305 -0.6033 -0.7001 -0.1191
H -2.1460 3.3646 -0.8994 -0.4894 -0.2513 0.5383
H -3.9778 1.8897 -1.2723 0.1184 -0.0745 -0.2763
H -4.9897 -0.3330 -1.2937 -0.1078 -0.4515 -0.2709
H -5.6450 0.5881 -0.0126 0.4531 -0.6389 0.3644
H -5.1791 -1.1226 0.2671 -0.4032 -1.2231 0.6276
H -0.0889 6.0268 -1.1478 0.0936 0.1682 -0.1714
H -2.1649 7.6547 -0.3040 0.1276 0.1608 -0.0243
H -3.2901 5.8042 3.0375 -0.0108 -1.2794 1.1039
H -4.4226 6.0755 1.7391 -0.9429 -0.1090 -0.1916
H -3.5197 7.3471 2.5650 0.1150 0.4384 -0.7747
C 6.0234 -2.0325 -2.5939 -1.2480 0.5735 -0.7808
C 6.0348 -3.0431 -3.7849 0.4302 1.2457 0.8089
C 5.1789 -4.2688 -3.5761 -0.1124 -0.9569 -0.1410
C 3.6813 -4.0204 -3.5845 -1.1644 -0.6000 -0.9875
N 3.0909 -3.6365 -2.3221 -0.4649 -0.2903 1.0663
C 1.8439 -3.1411 -2.2335 -0.1147 0.3116 2.5492
S 1.2868 -2.7255 -0.6122 0.4512 -0.5032 -0.8778
N 1.0390 -2.9458 -3.2705 1.1304 0.0004 -0.1031
C -0.2303 -2.2710 -3.2832 -1.0720 1.4468 0.8029
C -0.9022 -2.3540 -4.6426 0.2386 -0.3429 -0.0644
C -1.5980 -3.6898 -4.9436 1.1496 -0.0672 2.0646
C -0.6024 -4.8764 -5.0090 -1.6881 -0.1089 -0.9564
H 6.7858 -1.2459 -2.6701 0.0276 -0.4857 -0.0617
H 6.0682 -2.4998 -1.6161 0.2033 -0.1704 0.1333
H 5.0598 -1.4702 -2.6508 0.4943 -0.3801 0.3158
H 7.1252 -3.2952 -3.9446 -1.4315 0.1035 -0.5368
H 5.4825 -2.5204 -4.6040 1.4162 -0.2285 -0.0312
H 5.3963 -4.8050 -2.6483 0.3180 -0.0951 -0.0282
H 5.3734 -4.9635 -4.4175 -0.0404 0.2193 0.5354
H 3.1165 -4.9127 -4.0070 0.7086 0.7963 0.5168
H 3.4208 -3.1759 -4.2272 0.3900 -0.0250 -0.5079
H 3.4821 -3.9630 -1.4106 -0.4235 0.5751 -1.2828
H 1.4560 -3.0552 -4.1695 0.1571 -0.2782 -0.6448
H -0.1379 -1.1740 -3.0759 0.3729 -0.7688 0.0986
H -0.8563 -2.6593 -2.4711 0.0625 -0.2043 -0.2153
H -0.0531 -2.3128 -5.3363 -0.3249 0.5578 -0.4396
H -1.5551 -1.4514 -4.7829 0.5278 -0.9678 0.0204
H -2.1037 -3.5460 -5.8235 -1.2067 0.0242 -2.3926
H -2.3634 -3.8874 -4.1926 -0.0501 -0.0389 0.1546
H 0.2263 -4.5619 -5.6322 0.3707 -0.1854 -0.1853
H -1.1017 -5.7803 -5.5223 0.9170 1.2547 1.1763
H -0.2559 -5.0464 -3.9969 0.1342 -0.6671 -0.0180

***

12
Properties=species:S:1:pos:R:3:forces:R:3 method="wB97M-V/def2-TZVPD" relative_energy_ev=3.0720 e_homo_ev=-9.207 max_force_ev_per_a=2.3
O 2.5857 -0.5309 0.3022 -0.6251 -0.0618 -0.0969
C 1.4089 -0.3001 0.0668 -0.2726 0.0544 -0.1348
C 0.3468 -1.3158 -0.0554 -1.5600 1.1581 0.6716
C -1.2400 -0.1371 -0.0116 0.4109 0.2281 0.7683
C -0.4932 1.1280 -0.1253 0.2095 0.1024 0.2509
C 0.8366 1.0609 -0.0441 -0.0200 0.2782 -0.0622
H 0.3403 -2.0488 0.7523 -0.4183 -0.0036 -0.4670
H -0.5211 -1.2479 -0.7471 1.2124 -1.3911 -1.3797
H -2.0700 -0.1938 -0.7628 0.9265 -0.5069 0.2990
H -1.6646 -0.3938 0.9484 0.0855 0.1686 0.3138
H -1.0246 2.0614 -0.2882 0.0294 -0.0743 -0.0615
H 1.4952 1.9178 -0.0351 0.0219 0.0482 -0.1014

***

14
Properties=species:S:1:pos:R:3:forces:R:3 method="wB97M-V/def2-TZVPD" relative_energy_ev=1.6798 e_homo_ev=-9.828 smiles="C#CCCNC=O" max_force_ev_per_a=0.5
C -2.4888 -0.8499 0.8283 0.3676 0.3464 -0.0609
C -1.6320 -0.0089 0.7229 -0.3953 -0.3727 0.0567
C -0.5557 0.9757 0.5849 0.0360 0.0980 -0.0399
C 0.8318 0.3146 0.6225 0.0752 0.0468 0.1426
N 0.9973 -0.6908 -0.4073 -0.0755 0.0166 -0.1274
C 1.3185 -0.3318 -1.6796 0.0457 0.1306 -0.0119
O 1.6278 0.7937 -2.0212 -0.1056 -0.3817 0.1257
H -3.2630 -1.5799 0.9137 0.1266 0.1234 0.0016
H -0.6277 1.7212 1.3858 0.0096 -0.1259 -0.1000
H -0.6624 1.5123 -0.3648 -0.0158 -0.0926 0.1145
H 1.6012 1.0744 0.4648 -0.1400 -0.0838 0.0401
H 1.0007 -0.1541 1.5966 -0.0371 0.0552 -0.1359
H 0.5598 -1.5900 -0.2653 0.0977 0.1158 -0.0644
H 1.2926 -1.1863 -2.3814 0.0109 0.1239 0.0591

***

27
Properties=species:S:1:pos:R:3:forces:R:3 method="wB97M-V/def2-TZVPD" charge=-1 e_homo_ev=-3.282 max_force_ev_per_a=1.1
Au -0.1104 -0.2683 0.1787 0.4956 -0.0983 0.1910
N 0.7292 -1.0538 -2.2149 0.1100 -0.2202 -0.6821
C -0.3634 -1.9346 -2.6299 -0.0049 -0.0747 0.2104
C -1.0432 -2.7018 -1.4679 0.1541 0.2161 0.0502
O -1.5802 -3.7867 -1.7468 -0.0216 0.0155 -0.0721
N -1.0402 -2.0865 -0.2951 -0.1690 -0.2446 -0.0793
C -1.8146 -2.6620 0.7869 -0.0340 0.0573 -0.0305
C -2.1939 -1.6454 1.8874 0.1037 0.4048 0.1739
O -3.0420 -2.0025 2.7128 0.0260 -0.1746 -0.0878
O -1.5925 -0.5134 1.8991 -0.4814 -0.3894 0.2711
H 1.0165 -0.4419 -2.9701 0.0442 -0.0613 -0.0042
H 1.5295 -1.5978 -1.9169 0.0065 0.0386 -0.0012
H -0.0600 -2.6685 -3.3825 -0.1341 -0.0893 0.0667
H -1.1517 -1.3136 -3.0668 0.0429 0.0104 -0.0539
H -1.2531 -3.4614 1.2877 -0.0666 -0.0356 -0.0083
H -2.7351 -3.1109 0.4090 0.0212 -0.0306 0.0356
I -0.5971 2.3492 -1.8589 0.1086 0.2213 0.1052
C 0.6039 2.5417 -0.1415 -0.0676 -0.3963 -0.4569
C 0.8180 3.7967 0.3846 0.1952 0.2603 0.2195
C 1.5895 3.9126 1.5340 -0.0919 -0.2660 -0.1781
C 2.1173 2.7497 2.0809 0.1282 0.3538 0.0423
C 1.8705 1.5410 1.4720 0.0049 -0.3519 -0.2822
N 1.1072 1.4012 0.3618 -0.2377 0.9652 0.4660
H 0.3948 4.6659 -0.0966 -0.0467 -0.0307 -0.0045
H 1.7757 4.8816 1.9755 -0.0004 -0.0007 0.0324
H 2.7354 2.7902 2.9672 -0.0214 -0.0806 0.0118
H 2.2899 0.6193 1.8504 -0.0640 0.0012 0.0652

***

60
Properties=species:S:1:pos:R:3:forces:R:3 method="wB97M-V/def2-TZVPD" e_homo_ev=-8.280 smiles="CCN(CC)C(=S)SCCC[C@@](C#N)(CC(=O)OC(C)=O)[C@@](C#N)(COC)[C@@H](C)F" max_force_ev_per_a=1.7
C -0.6022 3.3941 -2.9658 -0.1779 0.3821 -0.3092
C -0.4663 2.4534 -4.1604 -0.2515 0.1710 0.1482
N 0.0857 1.1361 -3.8006 0.5479 -0.0118 -0.6174
C -0.4548 0.0559 -4.6508 -0.2169 -0.0671 0.0612
C -1.8379 -0.4124 -4.2019 -0.0745 0.1039 -0.1444
C 1.4262 1.1028 -3.5170 -0.3620 -0.0962 0.2169
S 2.4877 2.3435 -3.6482 0.0779 0.0256 -0.0392
S 2.1022 -0.4032 -2.8871 0.0031 0.0303 -0.1760
C 0.6892 -1.3653 -2.2850 -0.1172 -0.2587 0.1193
C 1.0938 -2.1087 -1.0067 0.0317 -0.0585 -0.0806
C 1.5636 -1.2313 0.1549 0.1070 0.0053 0.1081
C 0.5087 -0.2777 0.7982 0.0781 -0.0102 -0.0214
C 0.2595 0.8424 -0.1388 0.0614 -0.7151 0.7184
N 0.0659 1.6913 -0.8781 0.0816 0.1710 0.1601
C -0.7993 -1.0889 0.9866 -0.0209 -0.0252 0.0059
C -1.9621 -0.3689 1.6499 0.2570 -0.8635 0.1987
O -2.3736 0.6915 1.3573 -0.2747 0.8466 -0.2868
O -2.5275 -1.0758 2.7061 0.0189 0.1358 -0.0492
C -2.9415 -2.3822 2.5398 0.0168 0.6203 -0.9410
C -3.5854 -2.7198 1.2175 -0.0938 -0.0827 -0.1102
O -2.8219 -3.1386 3.4334 0.0561 -0.7979 0.9643
C 1.0780 0.3294 2.1594 0.0019 0.0291 -0.0807
C 0.2827 1.5090 2.5653 0.7818 -1.3952 -0.5031
N -0.2900 2.4245 2.9176 -0.7442 1.1638 0.4495
C 1.0171 -0.7117 3.3154 0.0815 -0.1006 0.0144
O 1.3582 -0.1208 4.5450 -0.0497 0.0398 -0.0307
C 0.2620 0.0295 5.4424 -0.0981 0.0260 0.0451
C 2.5465 0.8474 1.9524 -0.0787 0.0763 -0.1466
C 3.0052 1.9535 2.8816 0.1849 -0.0414 0.0051
F 3.4152 -0.2431 2.0955 -0.1814 0.1099 -0.0278
H -0.8350 4.4014 -3.3310 0.0281 -0.1426 -0.0421
H -1.4255 3.0721 -2.3208 0.2553 0.0676 -0.0710
H 0.3124 3.4448 -2.3729 -0.3239 0.0622 -0.2404
H 0.1392 2.8929 -4.9654 -0.0233 -0.0655 0.1829
H -1.4664 2.2651 -4.5658 0.1810 0.0204 0.0011
H -0.5146 0.4448 -5.6786 0.0377 -0.0583 0.1552
H 0.2559 -0.7733 -4.6715 -0.1454 0.1654 -0.0531
H -2.3000 -1.0215 -4.9874 0.0962 0.0304 0.1706
H -1.7904 -0.9984 -3.2796 -0.0687 0.0823 -0.1859
H -2.4984 0.4432 -4.0232 0.1023 -0.1357 -0.0159
H -0.1596 -0.6928 -2.1197 0.3076 -0.0504 -0.0035
H 0.3911 -2.1030 -3.0395 0.0171 0.1309 0.1574
H 0.2619 -2.7585 -0.7108 0.1331 0.0232 -0.0146
H 1.9254 -2.7862 -1.2446 -0.1374 0.1149 0.0529
H 2.4096 -0.6349 -0.2020 -0.1491 -0.0909 0.1792
H 1.9492 -1.8829 0.9437 -0.0660 0.0670 -0.0796
H -1.1647 -1.3856 -0.0053 0.0964 0.1024 0.1768
H -0.5629 -2.0062 1.5347 -0.0212 0.1083 -0.1246
H -4.6365 -2.9524 1.4188 0.1757 0.0301 -0.0405
H -3.1174 -3.6249 0.8173 -0.0927 0.1587 0.0889
H -3.5464 -1.9167 0.4798 -0.0086 -0.0643 0.1180
H 0.0228 -1.1684 3.3794 0.0744 0.1495 -0.0286
H 1.7419 -1.5062 3.1096 -0.1105 0.1298 -0.0227
H 0.6335 0.5836 6.3076 -0.0334 -0.1206 -0.1464
H -0.1069 -0.9526 5.7666 0.0389 0.1266 -0.0292
H -0.5614 0.5961 4.9888 0.1437 -0.0929 0.0519
H 2.6364 1.1909 0.9119 0.0402 -0.0917 0.1692
H 2.7349 1.7513 3.9190 -0.0009 0.0455 -0.1538
H 4.0962 2.0103 2.8043 -0.1819 0.0232 -0.0260
H 2.5908 2.9119 2.5589 -0.0109 -0.1383 0.1231

***

43
Properties=species:S:1:pos:R:3:forces:R:3 method="wB97M-V/def2-TZVPD" relative_energy_ev=8.3900 e_homo_ev=-7.183 smiles="O=C([C@H](CO)NC(=O)[C@H]1C[C@@]2(C1)C[C@]21CC1)N1CCCO1" max_force_ev_per_a=1.0
O 0.9482 2.0141 2.6787 -0.0479 -0.1055 -0.0124
C -0.1431 1.4533 2.6919 -0.1900 0.3647 -0.2366
C -0.3569 0.1093 1.9980 0.3099 -0.0439 0.4408
C 0.0101 -1.0467 2.9480 -0.0294 0.2994 -0.3215
O -0.7832 -0.9319 4.1136 -0.0469 -0.0316 0.0565
N 0.5312 0.1069 0.8530 -0.2192 -0.2617 -0.1053
C 0.3466 -0.7648 -0.1722 -0.0214 0.1171 0.1296
O -0.5546 -1.5885 -0.1709 0.0291 -0.0115 -0.0533
C 1.3008 -0.6101 -1.3261 0.2690 0.0906 -0.1703
C 0.7002 -0.0081 -2.6352 -0.2809 -0.1930 0.0789
C 1.5340 -1.0239 -3.3836 0.5496 -0.7733 -0.3460
C 1.6603 -1.8834 -2.1339 -0.2593 0.0894 0.0980
C 2.5646 -0.7613 -4.3542 -0.5803 0.6837 -0.3985
C 1.2164 -1.3546 -4.8969 0.5086 -0.6247 0.4630
C 1.5031 -2.7251 -5.6348 0.0475 -0.1820 0.7938
C 0.2294 -2.5549 -4.9685 -0.3162 0.7198 -0.4713
N -1.2083 2.0482 3.2619 -0.0925 -0.3237 -0.1835
C -1.3458 3.4434 3.6051 0.1664 0.0322 0.1334
C -2.5666 3.3877 4.5103 0.0353 -0.0806 0.0539
C -3.4096 2.3457 3.7865 0.0032 -0.0691 -0.0342
O -2.4837 1.4440 3.1566 0.1352 0.0733 -0.0443
H -1.3876 0.0012 1.6727 -0.0395 -0.0314 -0.0190
H -0.1746 -1.9779 2.4088 0.0129 -0.0387 0.0405
H 1.0775 -0.9581 3.1747 0.0237 -0.0284 0.0454
H -0.6511 -1.7132 4.6565 0.0063 -0.0057 -0.0003
H 1.2827 0.7777 0.8467 0.0303 0.0042 0.0950
H 2.2037 -0.0648 -1.0401 -0.0758 -0.0066 0.0482
H -0.3605 -0.2678 -2.6924 0.0248 0.1086 -0.0487
H 0.8517 1.0455 -2.8506 0.0299 0.0637 0.0442
H 2.5954 -2.3950 -1.9199 0.0610 0.0183 0.0431
H 0.8119 -2.5714 -2.0475 0.1359 -0.0630 -0.0264
H 2.8231 0.2096 -4.7629 0.0442 0.1557 0.3656
H 3.3888 -1.4627 -4.2829 0.0514 -0.0450 -0.4266
H 1.5771 -2.5664 -6.7003 0.0871 0.1026 -0.0291
H 2.2161 -3.4289 -5.2115 -0.1039 -0.0827 -0.0178
H 0.1408 -3.1408 -4.0594 -0.1993 0.2777 0.1878
H -0.7080 -2.3320 -5.4624 0.0374 -0.3192 -0.2173
H -0.4277 3.7847 4.0773 -0.0840 0.0096 0.0295
H -1.5380 4.0438 2.7092 0.0508 0.0003 -0.0044
H -2.2725 3.0268 5.4957 -0.0324 0.0266 0.0099
H -3.0799 4.3405 4.6120 0.0049 0.0190 -0.0208
H -4.0393 1.7465 4.4422 -0.0111 0.0584 0.0260
H -4.0228 2.8033 3.0071 -0.0245 0.0069 0.0043